Below is the molecule C5H13N2O, with properties calculated with ωB97M-V with the def2-TZVPD basis set.

Computed properties:
* net charge: 0
* Kohn-Sham gap (spin up / spin down): 10.106 / 7.344 eV
* multiplicity: 2
* E_tot: -10420.2449 eV
* energy relative to the best compared isomer or geometry (same formula, charge and spin): 196.9 kJ/mol
* highest occupied orbital energy (spin up / spin down): -0.335 / -0.334 Ha

The geometry in XYZ format:
```
21
C5H13N2O | the Open Molecules 2025 dataset | ωB97M-V with the def2-TZVPD basis set
C 0.37869 -0.01189 -0.69667
N 0.77562 -1.43934 -0.56293
C 0.14053 -2.40383 -1.57074
O -0.70593 -1.79026 -2.37264
C 0.40071 0.77151 0.61637
C -0.97959 0.87132 1.23298
C -1.04667 1.52366 2.62713
N 1.08450 2.10076 0.38327
H 0.83392 0.45483 -1.58682
H -0.65467 -0.01436 -1.08099
H 1.79048 -1.38884 -0.63026
H 0.93390 -2.88347 -2.15905
H -0.43769 -3.04912 -0.87355
H 1.14183 0.33807 1.28480
H -1.52803 -0.06839 1.16793
H -1.63852 1.48147 0.59722
H -1.50567 0.86753 3.34885
H -1.37413 2.54511 2.58660
H -0.04108 1.60516 3.10225
H 0.75448 2.73712 1.10200
H 0.72492 2.49846 -0.48044
```

Atomic partial charges in e from the Mulliken method, atoms 1 to 4:
1. C -0.9158
2. N -0.3899
3. C -0.1783
4. O -0.3555